{
  "formula": "C19H18ClIN2O2Sn",
  "method": "ωB97M-V with the def2-TZVPD basis set",
  "elements": ["C", "C", "H", "H", "H", "H", "H", "H", "C", "C", "C", "C", "H", "H", "H", "H", "N", "C", "C", "N", "C", "C", "C", "H", "H", "C", "H", "H", "Sn", "I", "Cl", "C", "C", "C", "C", "C", "C", "C", "O", "O", "H", "H", "H", "H"],
  "positions_angstrom": [[-1.985645, -1.565468, -0.438166], [-2.416672, -0.226362, 0.175393], [-2.583405, -1.449693, -1.384022], [-2.276149, -2.420374, 0.203373], [-0.990085, -1.950890, -0.856488], [-2.029088, 0.785637, 0.623514], [-3.064502, 0.265646, -0.580095], [-2.953467, -0.573687, 1.045087], [2.493331, -1.439491, -1.498034], [3.714551, -1.522957, -2.200148], [4.598064, -0.410752, -2.102615], [4.236778, 0.686562, -1.340528], [1.774695, -2.268370, -1.534501], [3.902713, -2.434627, -2.796358], [5.512364, -0.474360, -2.730202], [4.875142, 1.593050, -1.356115], [2.139578, -0.349477, -0.786950], [3.023273, 0.710358, -0.642303], [2.524292, 1.866888, 0.089102], [1.235995, 1.809340, 0.558112], [0.697178, 2.848011, 1.251666], [2.672774, 4.169930, 0.853512], [1.376733, 4.061299, 1.392270], [-0.300832, 2.693746, 1.690592], [0.847318, 4.889368, 1.928336], [3.245054, 3.076506, 0.187747], [4.205514, 3.185477, -0.311088], [3.159233, 5.164939, 0.922954], [0.189128, 0.133044, -0.124690], [-0.373317, 1.425753, -2.829349], [-4.783468, -4.562763, 2.514223], [-3.299756, -3.715942, 2.674954], [-3.281608, -2.466972, 3.315187], [-2.085572, -1.758968, 3.354145], [-0.983429, -2.354319, 2.809557], [-0.930228, -3.619003, 2.185890], [-2.145250, -4.315838, 2.162652], [0.276954, -1.562482, 2.767443], [0.908073, -1.608666, 3.815588], [0.567101, -0.869411, 1.667424], [-4.165336, -2.061601, 3.732600], [-1.946667, -0.793593, 3.842444], [0.026640, -3.961095, 1.825190], [-2.155627, -5.304477, 1.709531]],
  "forces_ev_per_angstrom": [[0.462, -1.223, -2.215], [-0.960, 2.357, 0.675], [0.660, -1.258, 0.782], [-0.060, 0.676, -0.350], [-0.406, 1.077, 0.616], [0.961, -1.567, -0.452], [0.140, -0.310, 0.684], [-0.563, 0.351, 0.299], [0.590, -0.089, -0.492], [-0.478, 0.694, 0.886], [-0.488, -1.864, -1.159], [0.047, 0.993, 0.359], [0.262, 0.441, -0.017], [0.108, 0.795, 0.434], [-0.588, 0.451, 0.777], [-0.405, -0.909, 0.202], [1.683, 0.330, -0.033], [-0.282, -1.600, -1.499], [-0.579, 1.946, 0.260], [0.951, 0.983, 0.760], [0.306, 0.133, -0.248], [-0.665, 0.481, -0.015], [-0.355, -0.315, 0.365], [0.517, 0.115, -0.386], [0.810, -0.815, -0.589], [-0.631, -0.277, 0.223], [-0.172, -0.084, 0.388], [-0.063, -0.980, -0.147], [-0.581, -0.713, 0.155], [0.164, -1.068, 1.999], [-0.258, -0.095, 0.078], [0.263, 0.216, 0.191], [0.714, -0.508, -0.702], [-0.524, -0.346, 0.360], [1.580, -0.222, -2.204], [-1.780, 1.056, 1.189], [1.031, 0.006, -0.419], [-0.790, -1.363, 3.646], [0.344, 1.247, -2.691], [0.756, 1.553, -1.978], [-0.809, 0.205, 0.325], [-0.421, -0.217, -0.059], [-0.120, -0.426, -0.169], [-0.372, 0.142, 0.170]],
  "nbo_charge": [-0.673, -0.743, 0.283, 0.299, 0.228, 0.264, 0.277, 0.305, 0.087, -0.190, -0.090, -0.203, 0.235, 0.278, 0.276, 0.257, -0.626, 0.262, 0.163, -0.615, 0.090, -0.082, -0.201, 0.237, 0.281, -0.174, 0.256, 0.275, 1.882, -0.042, 0.069, -0.056, -0.201, -0.228, -0.142, -0.212, -0.216, 0.788, -0.492, -0.870, 0.245, 0.236, 0.233, 0.250],
  "total_energy_ha": -1966.34929,
  "orbital_gap_ha": 0.14986,
  "charge": 2,
  "max_force_ev_per_a": 4.0,
  "lumo_ev": -9.613
}

---

{
  "formula": "C5H14N3",
  "method": "ωB97M-V with the def2-TZVPD basis set",
  "elements": ["C", "C", "C", "N", "H", "H", "H", "H", "H", "H", "H", "H", "C", "N", "C", "N", "H", "H", "H", "H", "H", "H"],
  "positions_angstrom": [[-0.107007, -1.275735, -3.050159], [-0.315459, -0.427539, -1.837562], [-1.511309, -0.029837, -1.444307], [-1.731261, 0.852491, -0.308122], [-1.049941, -1.693869, -3.401878], [0.332912, -0.679882, -3.847593], [0.582951, -2.084028, -2.834876], [0.550749, -0.092776, -1.288502], [-2.393563, -0.325328, -1.994047], [-0.786876, 0.748777, 0.531250], [-1.817551, 1.812512, -0.630120], [-2.601210, 0.610209, 0.155534], [1.260981, 1.580562, 1.505531], [1.352079, -0.949346, 2.762624], [0.331061, -0.545372, 1.981318], [0.216760, 0.567489, 1.363504], [1.628581, 1.624283, 2.527856], [0.823953, 2.541501, 1.268535], [2.098842, 1.368939, 0.839111], [1.422255, -1.940180, 2.939959], [2.194199, -0.402335, 2.810994], [-0.481146, -1.260528, 1.950940]],
  "forces_ev_per_angstrom": [[-0.098, 0.094, 0.156], [-0.151, 0.121, -0.046], [-0.142, -0.191, -0.263], [0.091, -0.092, -0.172], [0.064, 0.014, -0.039], [0.043, 0.025, -0.089], [0.086, -0.174, 0.003], [0.264, 0.030, 0.081], [-0.179, 0.005, 0.075], [0.334, -0.043, 0.361], [-0.074, 0.112, 0.075], [-0.095, 0.088, 0.032], [-0.163, -0.310, -0.108], [-0.292, 0.094, -0.492], [0.288, -0.559, 0.535], [-0.163, 0.343, -0.045], [0.011, 0.090, 0.129], [0.105, 0.205, -0.120], [0.019, 0.109, -0.044], [0.054, 0.201, 0.259], [0.132, -0.109, 0.049], [-0.135, -0.054, -0.339]],
  "nbo_charge": [-0.645, -0.139, -0.082, -0.776, 0.226, 0.240, 0.233, 0.201, 0.208, 0.438, 0.414, 0.411, -0.448, -0.771, 0.359, -0.548, 0.207, 0.227, 0.215, 0.422, 0.410, 0.197],
  "total_energy_ha": -362.93487,
  "orbital_gap_ha": 0.40118,
  "charge": 1,
  "max_force_ev_per_a": 0.8,
  "lumo_ev": -2.596,
  "relative_energy_kcal_mol": 27.8
}

---

{
  "formula": "C2H8NS",
  "method": "ωB97M-V with the def2-TZVPD basis set",
  "elements": ["C", "N", "H", "H", "H", "H", "H", "C", "S", "H", "H", "H"],
  "positions_angstrom": [[2.421366, 0.242088, -1.062129], [1.694700, 1.449070, -0.655753], [2.781013, -0.339458, -0.185564], [3.204622, 0.439332, -1.799857], [1.655151, -0.375464, -1.522676], [0.697887, 1.209447, -0.412098], [2.152678, 1.914042, 0.095511], [-2.542628, -1.039438, 0.804570], [-0.823239, -0.294655, 0.464597], [-3.280837, -0.270593, 0.466899], [-2.538168, -1.999350, 0.200761], [-2.635840, -1.222860, 1.859088]],
  "forces_ev_per_angstrom": [[-0.967, -0.085, 0.725], [-0.896, -0.322, -0.847], [0.193, 0.198, -0.554], [0.124, 0.050, 0.220], [0.158, -0.324, -0.220], [1.389, 0.333, -0.047], [0.034, 0.237, 0.656], [1.295, 0.433, -1.764], [-0.759, -0.410, 0.407], [0.269, -1.015, 0.203], [-0.628, 1.126, 0.809], [-0.211, -0.222, 0.413]],
  "nbo_charge": [-0.421, -0.882, 0.163, 0.155, 0.214, 0.411, 0.334, -0.727, -0.791, 0.181, 0.184, 0.176],
  "total_energy_ha": -533.94114,
  "orbital_gap_ha": 0.24702,
  "charge": -1,
  "max_force_ev_per_a": 2.2,
  "lumo_ev": 4.358,
  "relative_energy_kcal_mol": 18.8
}

---

{
  "formula": "C21H18N7OPd",
  "method": "ωB97M-V with the def2-TZVPD basis set",
  "elements": ["Pd", "C", "N", "C", "C", "C", "C", "C", "C", "N", "C", "C", "C", "C", "C", "C", "N", "C", "C", "C", "C", "C", "N", "H", "H", "H", "H", "H", "H", "H", "H", "H", "H", "H", "H", "H", "H", "H", "H", "H", "H", "O", "N", "C", "C", "N", "C", "N"],
  "positions_angstrom": [[-0.384110, -0.070841, -0.901829], [-0.156268, 1.963759, 1.856974], [0.233363, 0.568404, 1.826752], [1.617416, 0.292619, 2.095881], [2.374223, -0.533283, 1.071011], [3.769783, -0.504179, 1.102378], [4.472220, -1.246780, 0.176450], [3.770119, -1.998942, -0.755714], [2.389258, -1.970355, -0.704442], [1.705442, -1.262138, 0.195004], [-0.738797, -0.370403, 2.353570], [-1.168328, -1.439384, 1.375378], [-0.751607, -2.754420, 1.521591], [-1.140204, -3.696155, 0.580282], [-1.923012, -3.281551, -0.482543], [-2.317253, -1.949098, -0.541489], [-1.983742, -1.038311, 0.383679], [-1.322659, 2.257080, 0.944160], [-2.610971, 2.426594, 1.431638], [-3.642589, 2.640558, 0.529454], [-3.351660, 2.690032, -0.821736], [-2.029121, 2.525618, -1.217724], [-1.037398, 2.321485, -0.357197], [0.686679, 2.554125, 1.498153], [-0.404091, 2.306270, 2.880098], [1.736520, -0.207124, 3.074769], [2.155372, 1.239858, 2.182109], [4.286697, 0.113966, 1.826432], [5.555558, -1.226332, 0.164729], [4.274191, -2.579793, -1.515973], [1.779875, -2.516877, -1.416016], [-1.632162, 0.185399, 2.650419], [-0.345082, -0.854770, 3.260900], [-0.101893, -3.017560, 2.347259], [-0.816574, -4.726742, 0.663231], [-2.230760, -3.964090, -1.262826], [-2.948681, -1.590094, -1.345370], [-2.797865, 2.377267, 2.497052], [-4.661382, 2.765270, 0.875952], [-4.123366, 2.846848, -1.562523], [-1.744558, 2.557226, -2.263956], [2.090879, 1.106609, -1.871217], [1.945267, 1.699064, -2.956150], [0.914069, 1.295850, -3.733152], [0.031265, 0.242912, -3.369719], [-0.760213, -0.616874, -3.321078], [0.740775, 1.955051, -4.974031], [0.595392, 2.484225, -5.990621]],
  "forces_ev_per_angstrom": [[-0.293, -0.213, -0.443], [-0.005, 0.149, 0.165], [0.027, 0.005, -0.209], [0.077, 0.053, 0.192], [0.192, -0.017, -0.035], [-0.069, -0.018, -0.055], [0.090, -0.019, -0.027], [-0.081, -0.018, -0.017], [-0.064, 0.067, 0.033], [-0.084, 0.061, 0.009], [-0.042, -0.029, 0.188], [0.009, -0.136, 0.060], [-0.025, 0.106, 0.020], [-0.008, -0.050, -0.054], [0.007, -0.015, 0.029], [0.095, 0.084, -0.156], [0.071, 0.215, 0.110], [-0.115, 0.029, 0.021], [0.074, -0.020, -0.059], [-0.080, 0.022, -0.013], [0.074, -0.030, -0.013], [-0.034, -0.037, 0.012], [0.202, -0.090, 0.006], [-0.007, -0.012, -0.011], [-0.002, -0.026, -0.043], [-0.035, -0.002, -0.037], [-0.018, 0.000, 0.016], [-0.004, 0.016, 0.015], [-0.009, 0.001, -0.001], [0.027, 0.009, 0.005], [0.041, -0.027, -0.023], [0.002, -0.022, -0.033], [0.006, 0.016, -0.033], [0.003, -0.020, 0.001], [-0.005, 0.002, 0.002], [0.010, -0.011, -0.009], [-0.017, -0.027, 0.014], [-0.015, 0.003, 0.014], [0.004, -0.008, 0.019], [-0.022, 0.002, -0.005], [-0.022, 0.016, 0.003], [0.066, -0.005, -0.042], [-0.122, -0.058, 0.053], [0.317, 0.106, 0.275], [-0.502, -0.371, 0.042], [0.324, 0.269, 0.171], [-0.007, 0.048, -0.167], [-0.030, 0.004, 0.014]],
  "nbo_charge": [0.207, -0.231, -0.434, -0.232, 0.222, -0.259, -0.167, -0.273, 0.077, -0.440, -0.244, 0.204, -0.267, -0.195, -0.277, 0.031, -0.473, 0.215, -0.266, -0.176, -0.268, 0.060, -0.425, 0.225, 0.155, 0.176, 0.208, 0.202, 0.204, 0.211, 0.203, 0.210, 0.174, 0.203, 0.201, 0.211, 0.208, 0.205, 0.203, 0.212, 0.209, -0.486, 0.074, -0.314, 0.262, -0.425, 0.307, -0.426],
  "total_energy_ha": -1397.39456,
  "orbital_gap_ha": 0.21907,
  "charge": -1,
  "max_force_ev_per_a": 0.6,
  "lumo_ev": 2.834,
  "relative_energy_kcal_mol": 0.0
}